Molecular formula: C2H5BO3
Method: DFT, ωB97M-V/def2-TZVPD

* multiplicity: 1
* E_HOMO (spin up / spin down): -7.26 / -7.26 eV
* net charge: 0
* energy above the lowest of the compared OMol25 structures with the same formula, charge and spin: 114.1 kcal per mole

```
11
Properties=species:S:1:pos:R:3:forces:R:3:mulliken_charge:R:1
B -1.264931 -1.051438 -0.197956 1.3 1.9 2.6 0.534
C 1.834461 1.739821 0.350484 -0.9 0.4 0.2 -0.812
C 1.477659 0.434223 0.309163 3.2 0.7 -3.4 0.252
O -1.099783 -1.691159 -1.304483 -0.6 -2.1 -1.8 -0.363
O -2.278427 -0.965369 0.630648 0.4 0.1 0.9 -0.372
O 0.421134 0.021062 0.899184 -3.8 -2.8 -0.4 -0.640
H 2.604706 2.314568 -0.148982 0.4 -0.9 0.0 0.275
H 1.122182 2.393833 0.859167 0.1 -0.2 0.1 0.205
H 2.154094 -0.280159 -0.398359 -1.5 1.2 1.8 0.188
H -1.849395 -2.362993 -1.481156 1.7 1.6 0.3 0.378
H -3.121701 -0.552389 0.482289 -0.3 0.2 -0.2 0.355
```
Forces are in eV/Å.